[1]
Density functional theory data (ωB97M-V/def2-TZVPD) for a 2-piece molecular cluster, C3H7ClN2 overall at a distorted geometry.

Summary:
ΔE to the lowest compared entry with this formula, charge and spin: 125.5 kcal per mole
energy: -18721.8903 eV
E_LUMO (spin up / spin down): 0.37 / 0.37 eV
HOMO energy (spin up / spin down): -7.9 / -7.9 eV
gap between HOMO and LUMO (spin up / spin down): 8.31 / 8.31 eV
molar mass: 106.56 g mol⁻¹
max |F|: 0.0981 Eh/bohr

```
! wB97M-V def2-TZVPD RIJCOSX def2/J DEFGRID3
* xyz 0 1
C 0.21 -0.11 -0.13
C 0.32 -0.63 2.21
C -1.41 0.82 -1.63
N -0.92 0.19 -0.47
N 1.42 -0.26 -0.65
Cl 2.77 -0.84 0.20
H 0.79 -1.59 2.38
H -0.76 -0.57 2.46
H 0.74 0.33 2.72
H -0.75 0.77 -2.50
H -1.47 1.90 -1.30
H -2.47 0.42 -1.64
H 1.53 -0.42 -1.65
*
```

[2]
Density functional theory data (ωB97M-V/def2-TZVPD) for C4H7ClN2 in the gas phase at a distorted geometry.

Summary:
ΔE to the lowest compared entry with this formula, charge and spin: 89.9 kcal per mole
energy: -19760.8333 eV
E_LUMO: 0.21 eV
SMILES: [H]/N=C(\NCl)C(=C)C
HOMO energy: -9.6 eV
gap between HOMO and LUMO: 9.84 eV
molar mass: 118.57 g mol⁻¹
max |F|: 0.1203 Eh/bohr

```
! wB97M-V def2-TZVPD RIJCOSX def2/J DEFGRID3
* xyz 0 1
H -1.85 1.91 0.13
N -0.94 1.62 -0.03
C -0.66 0.44 -0.01
N -1.87 -0.80 0.09
Cl -3.61 -0.19 0.07
C 0.55 -0.20 -0.14
C 0.69 -1.46 -0.55
C 1.73 0.66 0.16
H -1.60 -0.84 1.07
H 1.71 -1.90 -0.59
H -0.10 -2.15 -0.70
H 1.49 1.68 -0.12
H 1.94 0.82 1.23
H 2.51 0.42 -0.61
*
```

[3]
Density functional theory data (ωB97M-V/def2-TZVPD) for C4H8N2O in the gas phase at a distorted geometry.

Summary:
ΔE to the lowest compared entry with this formula, charge and spin: 42.8 kcal per mole
energy: -9304.5393 eV
E_LUMO: 0.65 eV
SMILES: [H]/N=C\C(C)=C(/N)O
HOMO energy: -8.2 eV
gap between HOMO and LUMO: 8.85 eV
molar mass: 100.12 g mol⁻¹
max |F|: 0.0324 Eh/bohr

```
! wB97M-V def2-TZVPD RIJCOSX def2/J DEFGRID3
* xyz 0 1
H 0.93 2.06 -0.42
N 0.22 2.36 0.25
C -0.60 1.39 0.50
C -0.48 0.02 -0.04
C -1.71 -0.56 -0.66
C 0.68 -0.65 0.09
N 1.82 -0.23 0.72
O 0.78 -1.92 -0.40
H -1.47 1.57 1.15
H -1.54 -0.79 -1.71
H -2.01 -1.48 -0.14
H -2.55 0.14 -0.61
H 1.76 0.74 1.04
H 2.64 -0.35 0.13
H 1.52 -2.30 0.11
*
```

[4]
Density functional theory data (ωB97M-V/def2-TZVPD) for C22H66BN4O13PdY as an isolated structure at a distorted geometry.

Summary:
energy: -61653.3247 eV
E_LUMO (spin up / spin down): 2.03 / 1.54 eV
HOMO energy (spin up / spin down): -4.9 / -4.9 eV
gap between HOMO and LUMO (spin up / spin down): 6.97 / 6.46 eV
molar mass: 800.92 g mol⁻¹
max |F|: 0.0928 Eh/bohr

```
! wB97M-V def2-TZVPD RIJCOSX def2/J DEFGRID3
* xyz -1 4
Y -2.24 2.36 0.87
Pd -2.78 0.47 -2.44
B -4.22 1.25 1.66
H -3.44 0.71 2.18
H -4.04 1.07 0.61
H -5.19 0.90 1.99
H -4.20 2.32 1.75
O -0.23 3.73 0.54
C 0.11 3.88 -0.84
C 1.63 3.98 -1.11
O 2.38 4.67 -0.20
H -0.47 4.71 -1.25
H -0.28 2.99 -1.34
H 1.78 4.43 -2.09
H 2.07 2.99 -1.11
O -0.68 1.15 2.23
C -0.05 0.00 1.62
C -0.30 -0.18 0.06
O -1.48 0.33 -0.54
H -0.58 -0.77 2.18
H 1.01 -0.11 1.82
H -0.24 -1.22 -0.25
H 0.45 0.32 -0.54
O -3.30 2.41 -1.31
C -3.78 3.27 -2.31
C -4.77 2.61 -3.39
O -4.74 1.22 -3.71
H -2.91 3.65 -2.84
H -4.39 4.07 -1.88
H -4.60 2.93 -4.42
H -5.79 2.84 -3.11
C 5.45 2.42 3.59
C 4.65 1.06 3.33
C 3.68 0.67 4.41
O 3.44 -0.75 4.27
C 2.46 -1.24 5.15
N 3.98 1.19 2.01
H 5.64 2.99 2.67
H 6.38 2.09 4.05
H 4.93 3.17 4.19
H 5.39 0.27 3.28
H 2.71 1.16 4.48
H 4.06 0.69 5.43
H 2.21 -2.30 5.14
H 1.56 -0.73 4.81
H 2.73 -1.05 6.19
H 3.79 0.22 1.81
H 4.57 1.59 1.30
C 4.23 -3.19 -0.54
C 3.63 -2.40 0.60
C 2.54 -3.30 1.33
O 3.04 -4.38 2.12
C 2.07 -5.17 2.92
N 4.58 -1.96 1.65
H 5.14 -2.66 -0.82
H 3.59 -3.46 -1.38
H 4.49 -4.19 -0.19
H 3.15 -1.55 0.12
H 1.84 -3.65 0.58
H 2.02 -2.58 1.96
H 2.52 -6.12 3.21
H 1.11 -5.25 2.42
H 1.75 -4.64 3.81
H 4.01 -1.57 2.38
H 4.86 -2.85 2.04
C 0.76 1.25 -3.88
C -0.48 2.04 -4.35
C -0.28 2.82 -5.74
O -1.59 3.23 -6.15
C -1.90 4.57 -5.65
N -1.55 1.04 -4.43
H 1.53 2.01 -3.73
H 1.18 0.55 -4.60
H 0.63 0.80 -2.89
H -0.95 2.70 -3.62
H 0.06 2.13 -6.51
H 0.57 3.50 -5.71
H -1.40 5.33 -6.24
H -1.49 4.63 -4.64
H -2.95 4.82 -5.78
H -1.29 0.36 -5.13
H -2.33 1.50 -4.88
C -2.39 -3.92 1.97
C -2.56 -3.32 0.58
C -3.31 -4.32 -0.36
O -3.41 -3.79 -1.70
C -4.12 -4.61 -2.70
N -3.20 -2.01 0.69
H -1.51 -3.37 2.33
H -2.11 -4.97 2.06
H -3.19 -3.79 2.70
H -1.58 -3.11 0.16
H -4.33 -4.46 0.00
H -2.79 -5.27 -0.38
H -3.87 -4.11 -3.63
H -5.20 -4.51 -2.58
H -3.98 -5.69 -2.57
H -3.26 -1.89 1.69
H -2.54 -1.31 0.37
O -0.62 1.26 5.18
H -0.58 2.21 5.06
H -0.59 0.91 4.29
O 1.80 2.75 2.42
H 2.58 2.20 2.34
H 1.08 2.13 2.58
O -2.01 -1.61 -2.69
H -1.18 -2.05 -2.85
H -2.52 -2.22 -2.16
*
```

[5]
Density functional theory data (ωB97M-V/def2-TZVPD) for C23H19BCl5N3O8W as an isolated structure at a distorted geometry.

Summary:
ΔE to the lowest compared entry with this formula, charge and spin: 0.0 kcal per mole
energy: -110125.7263 eV
E_LUMO (spin up / spin down): -1.46 / -1.73 eV
HOMO energy (spin up / spin down): -8.6 / -9.0 eV
gap between HOMO and LUMO (spin up / spin down): 7.19 / 7.23 eV
molar mass: 837.34 g mol⁻¹
max |F|: 0.0347 Eh/bohr

```
! wB97M-V def2-TZVPD RIJCOSX def2/J DEFGRID3
* xyz 0 3
W 1.19 0.56 -0.59
Cl 2.45 -4.96 3.82
C 2.36 -3.85 2.51
C 1.79 -2.60 2.70
Cl 1.18 -2.13 4.23
C 1.71 -1.73 1.63
Cl 0.94 -0.18 1.76
C 2.22 -2.03 0.37
O 2.18 -1.16 -0.62
C 2.78 -3.31 0.19
Cl 3.33 -3.71 -1.38
C 2.85 -4.20 1.25
Cl 3.53 -5.75 1.00
C -3.90 -0.49 -0.02
C -3.63 -1.77 -0.81
C -2.52 -1.70 -1.91
C -2.56 -3.00 -2.72
C -1.43 -3.11 -3.74
C -2.85 -0.52 -2.82
O -3.63 -0.57 -3.73
N -2.25 0.70 -2.48
C -1.23 0.80 -1.60
O -0.70 1.89 -1.27
N -0.69 -0.29 -1.03
C -1.19 -1.57 -1.19
O -0.60 -2.51 -0.72
H -4.61 -0.71 0.78
H -4.35 0.28 -0.65
H -3.00 -0.09 0.44
H -4.55 -2.08 -1.31
H -3.33 -2.56 -0.13
H -3.53 -3.03 -3.24
H -2.51 -3.83 -2.02
H -1.43 -2.26 -4.43
H -1.56 -4.02 -4.34
H -0.46 -3.17 -3.25
H -2.48 1.52 -3.03
O 4.17 2.31 1.43
C 3.01 2.34 1.16
O 2.51 1.76 0.06
C 1.99 3.01 2.04
C 0.72 3.35 1.58
C -0.26 3.82 2.45
C 0.08 3.94 3.77
O -0.70 4.34 4.82
C 0.14 4.32 5.97
O 1.43 3.87 5.57
C 1.36 3.65 4.23
C 2.34 3.18 3.39
H 0.51 3.32 0.52
H -1.25 4.10 2.10
H -0.27 3.64 6.71
H 0.22 5.33 6.38
H 3.33 2.93 3.72
B 1.95 1.44 -5.10
C 1.69 1.10 -3.63
N 1.50 0.85 -2.51
H 2.27 0.42 -5.65
H 2.84 2.25 -5.09
H 0.93 1.89 -5.56
*
```

[6]
Density functional theory data (ωB97M-V/def2-TZVPD) for C10H11BO2 in the gas phase at a distorted geometry.

Summary:
ΔE to the lowest compared entry with this formula, charge and spin: 105.1 kcal per mole
energy: -15317.3128 eV
E_LUMO (spin up / spin down): 0.05 / -1.23 eV
HOMO energy (spin up / spin down): -7.0 / -7.9 eV
gap between HOMO and LUMO (spin up / spin down): 7.07 / 6.70 eV
molar mass: 174.01 g mol⁻¹
max |F|: 0.0859 Eh/bohr

```
! wB97M-V def2-TZVPD RIJCOSX def2/J DEFGRID3
* xyz 0 1
B -2.19 1.43 -1.30
C -1.06 -0.32 3.06
C 0.30 -0.57 3.31
C -1.50 0.05 1.86
C 1.19 -0.54 2.18
C -0.64 0.12 0.66
C 0.74 -0.35 0.80
C -1.23 0.75 -0.35
C 1.56 -0.51 -1.55
C 1.79 -0.59 -0.21
C 2.60 -1.04 -2.55
O -2.02 1.57 -2.73
O -3.27 2.07 -0.75
H -1.90 -0.23 3.91
H 0.79 -0.86 4.24
H -2.63 0.00 1.67
H 2.14 -0.98 2.37
H 0.49 -0.26 -1.88
H 2.72 -0.90 0.29
H 2.28 -1.85 -3.17
H 3.52 -1.20 -2.02
H 2.87 -0.24 -3.33
H -2.93 1.79 -3.10
H -3.61 2.64 -1.41
*
```

[7]
Density functional theory data (ωB97M-V/def2-TZVPD) for a 10-piece molecular cluster, C28H72F3O12S overall at a distorted geometry.

Summary:
ΔE to the lowest compared entry with this formula, charge and spin: 120.7 kcal per mole
energy: -73759.9708 eV
E_LUMO: 2.10 eV
HOMO energy: -6.0 eV
gap between HOMO and LUMO: 8.14 eV
molar mass: 689.93 g mol⁻¹
max |F|: 0.0598 Eh/bohr

```
! wB97M-V def2-TZVPD RIJCOSX def2/J DEFGRID3
* xyz -1 1
C -4.81 -29.35 -3.44
F -4.42 -29.03 -2.16
F -3.77 -29.20 -4.37
F -5.12 -30.66 -3.49
S -6.37 -28.36 -3.92
O -6.02 -26.94 -3.75
O -6.59 -28.78 -5.33
O -7.48 -28.79 -3.03
C -1.48 -31.66 2.69
C -0.99 -30.90 3.95
O -0.43 -31.84 4.87
C -0.28 -31.36 6.18
C 0.69 -32.33 6.86
H -2.25 -32.41 2.88
H -1.86 -30.92 1.99
H -0.69 -32.19 2.15
H -0.19 -30.26 3.59
H -1.70 -30.16 4.33
H 0.19 -30.38 6.12
H -1.23 -31.31 6.72
H 0.29 -33.33 6.69
H 0.77 -32.19 7.94
H 1.71 -32.31 6.48
C -2.97 -21.80 -6.15
C -3.73 -23.15 -6.36
O -3.78 -23.46 -7.75
C -4.47 -24.68 -8.05
C -4.52 -24.72 -9.61
H -2.03 -21.88 -6.70
H -3.63 -21.00 -6.48
H -2.76 -21.61 -5.10
H -3.20 -23.87 -5.73
H -4.72 -23.23 -5.92
H -3.86 -25.50 -7.67
H -5.49 -24.67 -7.66
H -3.51 -24.68 -10.01
H -5.13 -23.96 -10.10
H -5.03 -25.62 -9.94
C -1.32 -33.79 -3.42
C -0.28 -32.84 -3.97
C 0.53 -32.09 -2.98
O 0.58 -33.57 -4.80
H -1.84 -33.30 -2.59
H -0.80 -34.62 -2.95
H -2.05 -34.13 -4.15
H -0.74 -32.01 -4.51
H 1.19 -32.69 -2.35
H -0.11 -31.57 -2.26
H 1.09 -31.30 -3.48
H 1.12 -32.91 -5.26
C -12.65 -29.65 -8.73
C -11.09 -29.47 -8.74
C -10.61 -28.24 -9.62
O -10.68 -29.14 -7.45
H -13.10 -28.75 -8.32
H -12.91 -30.54 -8.16
H -12.92 -29.68 -9.79
H -10.64 -30.42 -9.04
H -11.03 -27.29 -9.29
H -10.89 -28.41 -10.66
H -9.53 -28.14 -9.51
H -9.72 -29.17 -7.49
C -4.28 -30.59 -9.43
C -5.61 -30.67 -10.14
C -5.67 -31.89 -11.10
O -6.53 -30.96 -9.14
H -3.47 -30.43 -10.15
H -4.11 -31.44 -8.77
H -4.23 -29.74 -8.75
H -5.70 -29.75 -10.71
H -6.61 -31.85 -11.65
H -5.56 -32.85 -10.60
H -4.80 -31.85 -11.77
H -6.25 -30.35 -8.46
C -4.90 -23.18 -0.85
C -6.05 -23.68 0.01
C -6.52 -22.71 1.10
O -7.07 -24.16 -0.78
H -4.03 -22.77 -0.32
H -5.37 -22.42 -1.46
H -4.52 -24.02 -1.43
H -5.69 -24.55 0.56
H -7.33 -23.10 1.71
H -6.93 -21.81 0.64
H -5.78 -22.34 1.80
H -6.73 -24.65 -1.52
C 0.32 -26.12 -8.69
C 1.37 -26.90 -7.91
C 0.84 -27.72 -6.75
O 2.02 -27.93 -8.69
H 0.71 -25.55 -9.54
H -0.12 -25.46 -7.95
H -0.46 -26.77 -9.09
H 2.03 -26.18 -7.42
H 1.65 -28.15 -6.16
H 0.19 -28.53 -7.07
H 0.24 -27.14 -6.04
H 2.25 -27.54 -9.54
C -7.33 -31.55 1.08
C -8.27 -32.52 1.83
O -9.26 -33.03 0.99
H -6.56 -31.12 1.72
H -7.95 -30.75 0.67
H -6.80 -32.04 0.26
H -8.74 -32.12 2.73
H -7.73 -33.41 2.15
H -10.06 -32.55 1.21
C -10.15 -24.56 -5.35
C -11.50 -25.14 -5.08
O -11.34 -26.43 -4.53
H -9.49 -25.25 -5.89
H -9.61 -24.27 -4.45
H -10.19 -23.66 -5.95
H -12.17 -25.22 -5.94
H -11.99 -24.57 -4.29
H -10.99 -26.92 -5.27
*
```

[8]
Density functional theory data (ωB97M-V/def2-TZVPD) for a 2-piece molecular cluster, C3H4ClF2O3S overall at a distorted geometry.

Summary:
ΔE to the lowest compared entry with this formula, charge and spin: 0.0 kcal per mole
energy: -38111.5600 eV
E_LUMO: 3.27 eV
HOMO energy: -5.6 eV
gap between HOMO and LUMO: 8.86 eV
molar mass: 193.58 g mol⁻¹
max |F|: 0.0646 Eh/bohr

```
! wB97M-V def2-TZVPD RIJCOSX def2/J DEFGRID3
* xyz -1 1
C 0.26 -0.53 0.84
C -0.96 -0.54 -0.01
C -0.48 -1.88 -1.49
O -0.01 -0.02 -3.15
O 1.09 -2.13 -3.79
O 1.95 -0.85 -1.94
F -1.58 -2.23 -2.23
F -0.03 -2.95 -0.83
S 0.81 -1.16 -2.77
Cl -2.44 -0.91 0.92
H 1.02 -0.29 0.10
H 0.25 0.09 1.77
H 0.40 -1.62 1.23
H -1.24 0.34 -0.63
*
```

[9]
Density functional theory data (ωB97M-V/def2-TZVPD) for a 3-piece molecular cluster, C3H10O5 overall at a distorted geometry.

Summary:
ΔE to the lowest compared entry with this formula, charge and spin: 14.0 kcal per mole
energy: -13510.2747 eV
E_LUMO: 0.44 eV
SMILES: O=C(O)CCO.O.O
HOMO energy: -10.5 eV
gap between HOMO and LUMO: 10.94 eV
molar mass: 126.11 g mol⁻¹
max |F|: 0.0528 Eh/bohr

```
! wB97M-V def2-TZVPD RIJCOSX def2/J DEFGRID3
* xyz 0 1
O 2.64 0.89 -0.10
C 1.70 0.50 0.53
O 1.83 -0.54 1.41
C 0.27 0.92 0.48
C -0.30 1.35 1.83
O -1.77 1.36 1.74
H 2.69 -0.96 1.29
H -0.41 0.17 0.09
H 0.29 1.85 -0.11
H -0.09 2.36 2.16
H -0.21 0.56 2.58
H -2.01 2.06 1.14
O -0.44 -2.07 -3.35
H -0.35 -1.37 -2.68
H -0.61 -2.74 -2.65
O -2.69 -1.50 -1.61
H -3.20 -1.39 -2.41
H -3.08 -2.27 -1.20
*
```

[10]
Density functional theory data (ωB97M-V/def2-TZVPD) for C5H8InLiO4 as an isolated structure at a distorted geometry.

Summary:
ΔE to the lowest compared entry with this formula, charge and spin: 15.8 kcal per mole
energy: -18863.3551 eV
E_LUMO: -10.20 eV
HOMO energy: -18.1 eV
gap between HOMO and LUMO: 7.93 eV
molar mass: 253.87 g mol⁻¹
max |F|: 0.1018 Eh/bohr

```
! wB97M-V def2-TZVPD RIJCOSX def2/J DEFGRID3
* xyz 2 1
C -2.04 1.87 -0.38
C -2.26 0.41 -0.70
O -1.79 -0.49 0.24
Li -1.50 -2.32 -0.11
H -2.82 2.48 -0.85
H -2.07 2.05 0.70
H -1.07 2.20 -0.79
H -1.59 0.13 -1.74
O 0.41 -1.70 0.10
C 1.70 0.27 1.98
C 1.39 -1.41 -0.63
O 2.06 0.97 2.91
O 2.69 0.12 1.01
C 2.60 -0.70 -0.12
In -0.33 -0.33 1.49
H 1.67 -2.19 -1.37
H 2.95 -0.09 -0.97
H 3.34 -1.53 -0.01
H -3.35 0.26 -0.76
*
```

[11]
Density functional theory data (ωB97M-V/def2-TZVPD) for a 2-piece molecular cluster, C25H56BN3O8Si overall at a distorted geometry.

Summary:
energy: -56223.2884 eV
E_LUMO: -2.16 eV
HOMO energy: -5.4 eV
gap between HOMO and LUMO: 3.27 eV
molar mass: 565.63 g mol⁻¹
max |F|: 0.1032 Eh/bohr

```
! wB97M-V def2-TZVPD RIJCOSX def2/J DEFGRID3
* xyz 0 1
C -0.57 3.17 4.75
C 0.81 2.24 4.62
C 1.22 2.31 3.01
C 2.43 1.21 2.62
N 1.83 0.32 1.56
C 2.88 -0.06 0.49
C 4.29 -0.54 1.25
O 4.07 -1.53 2.31
O 5.00 -1.29 3.23
N 2.35 -1.28 -0.20
C 2.64 -1.37 -1.67
Si 2.53 -3.25 -2.12
C 4.04 -4.28 -1.38
C 2.21 -3.61 -3.98
C 0.96 -3.94 -1.16
C 3.96 -0.58 -2.21
O 5.23 -1.38 -2.14
B 5.78 -1.58 -3.52
O 7.04 -0.86 -3.86
O 5.14 -2.40 -4.57
N 4.11 0.84 -1.70
C 5.56 1.26 -1.42
C 3.30 1.19 -0.48
C 2.04 2.25 -0.78
C 1.06 1.80 -2.00
C -0.28 0.97 -1.55
C -1.26 1.75 -0.49
C -2.01 0.59 0.44
C -3.55 1.03 0.78
C -4.48 -0.32 0.92
C -6.01 -0.14 0.35
C -6.06 0.38 -1.23
O -6.34 1.85 -1.29
C -7.82 2.00 -1.17
H -0.52 3.95 3.84
H -1.54 2.53 4.59
H -0.60 3.82 5.72
H 0.63 1.13 4.93
H 1.64 2.74 5.31
H 0.29 2.23 2.29
H 1.67 3.40 2.85
H 2.62 0.57 3.58
H 3.33 1.87 2.28
H 1.58 -0.59 2.03
H 4.98 -1.06 0.44
H 4.90 0.41 1.61
H 4.44 -1.16 4.07
H 2.62 -2.18 0.24
H 1.70 -0.88 -2.23
H 4.17 -3.87 -0.26
H 3.80 -5.42 -1.30
H 5.05 -4.03 -1.92
H 1.25 -4.28 -4.15
H 2.20 -2.60 -4.57
H 3.12 -4.27 -4.39
H 0.63 -4.92 -1.74
H 0.13 -3.11 -1.22
H 1.23 -4.25 -0.04
H 3.79 -0.46 -3.39
H 6.88 -0.26 -4.67
H 4.96 -1.80 -5.38
H 3.79 1.50 -2.47
H 6.26 1.16 -2.38
H 6.07 0.59 -0.58
H 5.64 2.42 -1.13
H 4.02 1.86 0.21
H 1.47 2.56 0.21
H 2.59 3.26 -1.13
H 0.66 2.81 -2.51
H 1.59 1.21 -2.88
H -0.93 0.81 -2.55
H -0.02 -0.10 -1.14
H -2.06 2.37 -1.08
H -0.71 2.46 0.26
H -2.06 -0.43 -0.15
H -1.38 0.39 1.43
H -3.57 1.57 1.82
H -3.94 1.81 -0.02
H -4.01 -1.26 0.35
H -4.57 -0.64 2.06
H -6.48 -1.24 0.31
H -6.68 0.51 1.06
H -6.86 -0.18 -1.88
H -5.00 0.14 -1.69
H -8.09 2.83 -0.36
H -8.33 2.25 -2.22
H -8.35 1.01 -0.78
C -9.73 -1.06 3.34
C -9.06 0.12 2.65
O -7.86 0.33 2.99
O -9.79 0.74 1.83
H -9.05 -1.55 4.04
H -10.61 -0.71 3.89
H -10.05 -1.79 2.59
*
```